[1]
ORCA calculation (ωB97M-V/def2-TZVPD) on a cluster of 11 separate species, C33H74N8O17 in total in a non-equilibrium geometry.

Cartesian coordinates (Å):
C: -0.69127 -5.22935 -3.57340
O: 0.68369 -5.18999 -3.05730
C: 1.04393 -4.16731 -2.26688
O: 0.30767 -3.18561 -2.07739
O: 2.28578 -4.27339 -1.79195
C: 2.67715 -3.29213 -0.84119
H: -0.58914 -5.57857 -4.61077
H: -1.12327 -4.22194 -3.54602
H: -1.25248 -5.89276 -2.88463
H: 2.05646 -3.30945 0.06573
H: 2.71359 -2.32163 -1.25974
H: 3.70525 -3.54176 -0.59338
C: -0.28763 -0.90488 -4.39662
O: 0.92675 -1.61119 -4.78193
C: 2.03971 -1.11933 -4.21949
O: 2.09163 -0.09917 -3.59287
O: 3.04245 -1.96722 -4.44253
C: 2.81123 -3.06548 -5.28724
H: -1.13094 -1.47885 -4.78125
H: -0.23283 0.14555 -4.66761
H: -0.34654 -1.02953 -3.29973
H: 3.77436 -3.50591 -5.54676
H: 2.23861 -2.83682 -6.18514
H: 2.35883 -3.89764 -4.71314
C: 5.87238 -1.11828 2.65240
O: 5.66683 -0.01961 1.77406
C: 4.55067 0.02455 1.06042
O: 3.67820 -0.76293 1.19985
O: 4.54223 1.12563 0.34727
C: 3.42571 1.28615 -0.56057
H: 6.91480 -1.10190 2.98450
H: 5.70536 -2.02651 2.06477
H: 5.16202 -1.04221 3.47712
H: 3.77954 2.11581 -1.13134
H: 2.58450 1.59318 0.01140
H: 3.31186 0.45728 -1.26461
C: 2.35208 2.64234 3.79041
N: 3.56192 1.81111 3.90468
C: 4.77491 2.57944 4.00181
C: 5.97533 1.83284 4.44333
O: 4.88220 3.74669 3.66590
H: 1.63871 2.36400 4.60007
H: 1.96972 2.49822 2.75504
H: 2.65688 3.69918 3.96390
H: 3.49820 0.95982 4.51120
H: 6.08032 2.10427 5.44657
H: 6.82744 2.10613 3.86158
H: 5.83590 0.77676 4.42118
C: 2.52706 6.26351 -0.00023
N: 2.23422 5.11354 -0.84984
C: 1.20926 4.96337 -1.72358
C: 1.10617 3.66477 -2.42865
O: 0.27596 5.74446 -1.84314
H: 3.56451 6.56596 -0.00761
H: 2.29145 5.99712 1.03329
H: 1.96150 7.12812 -0.28579
H: 2.98271 4.40655 -0.94124
H: 1.95370 2.99178 -2.51260
H: 0.67968 3.95102 -3.39878
H: 0.39351 3.07540 -1.88672
C: 1.29194 -0.79280 3.57464
N: 2.10231 -1.97583 3.80911
C: 3.13110 -1.95976 4.68412
C: 3.82634 -3.27064 4.97983
O: 3.51418 -0.93054 5.23981
H: 1.32798 -0.12900 4.44992
H: 0.25470 -1.09435 3.45154
H: 1.60921 -0.19520 2.69814
H: 1.77554 -2.85190 3.46111
H: 3.15851 -4.11586 4.90761
H: 4.09044 -3.16218 6.04778
H: 4.70306 -3.32695 4.34950
C: -2.76371 0.86261 1.57543
N: -2.78894 0.60783 0.11971
C: -1.74743 0.45903 -0.64225
C: -0.40638 0.68856 -0.09956
O: -1.89242 0.08898 -1.80148
H: -2.67586 0.01527 2.24818
H: -3.60782 1.43223 1.86753
H: -1.92507 1.45453 1.75084
H: -3.65316 0.28287 -0.24772
H: 0.35533 0.65786 -0.89905
H: -0.17943 0.03223 0.75387
H: -0.31622 1.66798 0.38296
C: -7.30413 -1.98617 -1.09166
N: -7.29046 -0.61515 -1.55927
C: -6.44792 0.28684 -1.04451
C: -6.33948 1.58730 -1.77608
O: -5.74192 0.02985 -0.09431
H: -7.28770 -2.77268 -1.85142
H: -8.17611 -2.12434 -0.50228
H: -6.49403 -2.14138 -0.36052
H: -7.79608 -0.46153 -2.42016
H: -5.46435 1.43683 -2.45546
H: -6.06830 2.45973 -1.15453
H: -7.25778 1.76850 -2.42670
C: 0.13611 5.47298 2.45106
N: -0.74187 5.82832 1.40216
C: -1.52376 4.84338 0.73003
C: -2.46742 5.24973 -0.31666
O: -1.39955 3.64394 1.03162
H: 0.53670 6.36494 2.92342
H: 0.92921 4.74354 2.15365
H: -0.47086 4.99250 3.24162
H: -0.52575 6.66591 0.90839
H: -2.84248 4.37789 -0.81570
H: -2.05700 6.05844 -0.99202
H: -3.34565 5.74585 0.15371
C: -1.58521 -4.41592 0.55322
N: -2.28619 -4.16943 1.82489
C: -1.53015 -3.59334 2.79497
C: -2.25542 -3.33756 4.09686
O: -0.32803 -3.40245 2.63724
H: -0.56225 -4.78716 0.75313
H: -1.37221 -3.45463 0.07587
H: -2.27511 -5.09048 0.03587
H: -3.29351 -4.26790 1.77324
H: -3.24976 -3.78566 4.05993
H: -2.42241 -2.23425 4.14926
H: -1.71027 -3.61028 4.99286
C: -3.67043 0.02304 -5.10421
N: -3.71539 -0.62334 -3.83089
C: -4.26586 -1.86176 -3.71814
C: -4.03933 -2.61206 -2.40329
O: -4.69726 -2.49843 -4.69534
H: -4.17490 -0.60473 -5.81366
H: -2.64442 0.11500 -5.41761
H: -4.06801 1.06147 -5.01692
H: -3.24131 -0.18550 -3.04503
H: -3.38685 -2.04962 -1.71393
H: -3.56485 -3.53859 -2.69303
H: -4.93489 -2.91981 -1.87606

Cartesian forces (eV/Å) of the 3 atoms listed first:
0.671 0.429 0.668
0.537 -0.078 0.356
-1.975 2.438 -0.288

energy: -3019.053584 a.u.
LUMO energy: 0.4 eV
molar mass: 855.0 g mol⁻¹
Kohn-Sham gap: 9.48 eV
net charge: 0



[2]
ORCA calculation (ωB97M-V/def2-TZVPD) on a cluster of 11 separate species, C33H75F30N9O3P5 in total in a non-equilibrium geometry.

Cartesian coordinates (Å):
C: 3.23126 4.36195 4.58777
N: 1.77681 4.54325 4.98643
C: 1.55646 6.03834 5.24228
C: 0.79040 4.04281 3.86404
C: 1.55611 3.97319 6.42119
C: 0.08701 3.98980 6.97887
O: -0.74566 3.18158 6.29397
H: 3.82609 4.97548 5.26443
H: 3.36566 4.87656 3.63634
H: 3.49385 3.31035 4.47251
H: 2.18938 6.41211 6.04714
H: 0.53975 6.27348 5.55710
H: 1.56269 6.58047 4.29668
H: 0.90907 4.80639 3.09530
H: -0.25824 4.04353 4.16144
H: 1.22714 3.09701 3.54336
H: 2.24345 4.37820 7.16391
H: 1.89001 2.93595 6.39385
H: -0.41338 4.93561 7.18660
H: -0.00079 3.47504 7.93564
H: -1.62504 3.13380 6.67609
C: -4.30099 -6.75233 -2.51147
N: -2.85249 -6.25480 -2.73414
C: -1.76576 -7.26196 -2.34977
C: -2.76806 -5.89059 -4.24870
C: -2.52548 -4.95293 -1.86614
C: -3.44288 -3.76795 -2.18451
O: -4.79885 -3.91855 -1.87795
H: -4.97433 -6.03976 -2.98787
H: -4.50800 -6.81069 -1.44290
H: -4.40673 -7.58412 -3.20791
H: -2.04443 -8.08326 -3.01000
H: -1.94283 -7.52619 -1.30721
H: -0.74982 -6.87166 -2.28951
H: -1.79782 -5.42104 -4.41073
H: -3.56875 -5.18691 -4.47637
H: -2.97971 -6.75781 -4.87418
H: -1.48222 -4.70722 -2.06446
H: -2.79956 -5.29721 -0.86892
H: -3.39597 -3.36170 -3.19489
H: -3.17120 -2.85599 -1.65289
H: -5.18214 -3.10227 -1.54874
C: 0.61736 0.91067 -1.32769
N: -0.83182 0.60656 -1.01868
C: -1.61144 1.03008 -2.24950
C: -1.04155 -0.92175 -0.73849
C: -1.20522 1.49307 0.19894
C: -0.27177 1.52958 1.37814
O: 0.26764 0.26157 1.84372
H: 0.89154 0.13443 -2.04209
H: 1.30773 0.78997 -0.49287
H: 0.57732 1.91587 -1.74730
H: -1.37991 0.48378 -3.16385
H: -1.58560 2.10252 -2.44268
H: -2.65361 0.82094 -2.00815
H: -0.64863 -1.51878 -1.56145
H: -2.08382 -1.20239 -0.58673
H: -0.63979 -1.18744 0.23932
H: -2.10669 0.96918 0.51673
H: -1.35915 2.48406 -0.22807
H: -0.82227 1.99692 2.19462
H: 0.48970 2.30398 1.28560
H: 0.68973 0.17309 2.70140
C: 0.95710 -6.03365 -6.24254
C: 2.12953 -5.47150 -6.99423
N: 2.69416 -4.23651 -6.52669
C: 3.79987 -3.55031 -7.05568
C: 4.04608 -2.38169 -6.28567
N: 3.05798 -2.38663 -5.32056
C: 2.24278 -3.47849 -5.46754
C: 2.86645 -1.29052 -4.39888
H: 0.52415 -6.89531 -6.75067
H: 0.08018 -5.38688 -6.21424
H: 1.28106 -6.29348 -5.23475
H: 1.79774 -5.27566 -8.01387
H: 2.86265 -6.25812 -7.17274
H: 4.35080 -4.02134 -7.85631
H: 4.64500 -1.48305 -6.27454
H: 1.40441 -3.69010 -4.82043
H: 3.64799 -1.32532 -3.63987
H: 1.98905 -1.36562 -3.75651
H: 2.61594 -0.36755 -4.92183
C: -2.45382 0.42412 3.76506
C: -3.86872 1.05054 3.94707
N: -4.14499 2.13760 3.02000
C: -3.68151 3.43203 2.99594
C: -4.23626 4.15837 2.04558
N: -5.05619 3.27320 1.33716
C: -5.05300 2.04598 1.98407
C: -5.77947 3.59362 0.24317
H: -1.59231 0.99239 4.11574
H: -2.21871 0.14789 2.73718
H: -2.45318 -0.60809 4.11527
H: -4.12882 1.29347 4.97733
H: -4.60991 0.31728 3.62915
H: -3.02729 3.65665 3.82537
H: -4.02384 5.12464 1.61245
H: -5.69803 1.22019 1.72254
H: -5.43410 4.38899 -0.41729
H: -6.78921 3.90078 0.51551
H: -6.13334 2.71608 -0.29795
C: 7.35685 0.46081 4.08683
C: 6.24709 0.97689 3.20589
N: 5.71550 -0.24469 2.41535
C: 6.42587 -1.28987 1.88907
C: 5.52744 -2.05975 1.12312
N: 4.27268 -1.47494 1.31377
C: 4.43098 -0.30417 1.96093
C: 3.02998 -2.16950 0.84986
H: 7.94091 -0.42494 3.83701
H: 6.90271 0.20446 5.04399
H: 8.08595 1.13707 4.53315
H: 6.79956 1.61948 2.52036
H: 5.57488 1.65822 3.72744
H: 7.49138 -1.42747 1.99928
H: 5.63495 -3.02210 0.64488
H: 3.75497 0.53794 1.97719
H: 2.81766 -1.90357 -0.18566
H: 2.15849 -1.91331 1.45233
H: 3.25109 -3.23035 0.96740
P: 3.60115 3.66557 0.75917
F: 3.97210 5.08714 1.54395
F: 3.85383 4.42406 -0.75796
F: 5.15490 3.20840 0.78545
F: 3.29021 2.28213 -0.01893
F: 3.47298 2.92981 2.18271
F: 2.01073 4.04129 0.81582
P: -5.62600 -0.23015 -1.72472
F: -4.98225 1.29014 -1.73853
F: -4.50881 -0.60804 -0.53648
F: -6.72861 0.36719 -0.67364
F: -6.19382 -1.74348 -1.58313
F: -6.71839 0.21933 -2.84928
F: -4.64776 -0.69147 -2.94226
P: -0.94500 -1.41046 -5.41776
F: -2.28633 -1.31429 -4.46384
F: -1.33120 -2.96166 -5.89521
F: -1.76192 -0.89711 -6.71127
F: 0.42554 -1.67268 -6.30273
F: -0.35375 0.03658 -5.10960
F: -0.13444 -1.87039 -4.11713
P: 2.29576 -0.14533 4.97525
F: 2.02326 1.31445 4.32298
F: 0.67367 -0.23252 5.26727
F: 2.06818 -0.75907 3.53580
F: 2.47323 -1.62845 5.67309
F: 3.87887 -0.12512 4.83975
F: 2.64434 0.62523 6.43967
P: -1.95688 5.37709 -2.25588
F: -2.48895 5.17878 -0.76703
F: -3.24333 6.30473 -2.49449
F: -1.02890 6.66974 -1.99169
F: -1.62699 5.45095 -3.85316
F: -0.65767 4.34565 -2.09961
F: -2.99050 4.13246 -2.57097

Cartesian forces (eV/Å) of the 3 atoms listed first:
-0.654 0.926 -0.465
-1.063 1.392 2.069
-0.970 0.046 -0.929

<S²>: 0.76
energy: -6723.830905 a.u.
LUMO energy (alpha / beta): -7.6 / -12.0 eV
molar mass: 1370.8 g mol⁻¹
Kohn-Sham gap (alpha / beta): 5.56 / 1.13 eV
net charge: +2
spin multiplicity: 2



[3]
ORCA calculation (ωB97M-V/def2-TZVPD) on a structure of composition C33H76N4O17 in a non-equilibrium geometry.

Cartesian coordinates (Å):
C: 4.69811 -1.70988 -2.60648
C: 3.49711 -2.37688 -3.39448
O: 3.81811 -3.31688 -4.14748
N: 2.18111 -1.70388 -3.40948
H: 1.80311 -1.80688 -2.45848
H: 2.36411 -0.58688 -3.50048
C: 1.29411 -2.11388 -4.46348
H: 5.33311 -1.15888 -3.28048
H: 5.13711 -2.58588 -1.89148
H: 4.00611 -0.99288 -2.02048
H: 1.61311 -1.88888 -5.44848
H: 0.22511 -1.88888 -4.55248
H: 1.18311 -3.19088 -4.22748
C: 0.20611 0.61312 1.55252
C: 0.70411 -0.35588 0.37652
O: 1.56811 -1.27888 0.47352
N: -0.05089 -0.33288 -0.91148
H: 0.59611 -0.17188 -1.66248
H: -0.37089 -1.18388 -1.13148
C: -1.10089 0.78112 -1.09048
H: 0.79211 0.21512 2.41752
H: -0.81889 0.23512 1.88652
H: 0.29111 1.59012 1.30452
H: -1.99689 0.63812 -0.22848
H: -1.47289 0.70112 -2.09548
H: -0.83189 1.66312 -1.27248
N: -0.50989 -3.21588 -1.92348
O: -1.38489 -2.58588 -1.34548
O: 0.05511 -4.15088 -1.34248
O: 0.17711 -2.67488 -2.88648
N: 2.08111 1.13512 -1.83848
O: 2.57611 0.88712 -2.94548
O: 1.99911 0.11212 -1.20348
O: 1.10811 1.90012 -1.80648
C: 2.52311 4.76612 0.40152
C: 1.64011 4.55012 -0.84148
C: 2.53111 4.40512 -2.07848
O: 0.80611 3.46312 -0.74748
H: 3.32711 5.62812 0.30752
H: 3.29311 4.18612 0.46452
H: 1.97711 4.85812 1.42952
H: 0.89911 5.38012 -1.17448
H: 3.18611 3.36812 -2.03448
H: 3.08411 5.49012 -2.28148
H: 1.80911 4.20812 -3.01048
H: 0.62311 3.11112 -1.56448
C: 4.80011 -3.13588 3.60552
C: 4.50511 -1.69288 4.13652
C: 3.02311 -1.20888 4.00452
O: 4.95511 -1.55488 5.52152
H: 3.93211 -3.69588 3.65052
H: 5.43711 -3.55488 4.27752
H: 5.19111 -2.91488 2.61752
H: 5.18711 -0.99388 3.68152
H: 2.69911 -1.27788 2.92352
H: 2.94711 -0.18588 4.25852
H: 2.46811 -1.80388 4.60752
H: 4.95211 -0.73388 5.81052
C: -3.30889 -5.11688 0.18252
C: -3.60189 -3.72388 0.75852
C: -4.53189 -3.61188 1.94752
O: -2.30589 -3.12888 1.13552
H: -2.40289 -5.41988 -0.28048
H: -4.18189 -5.45788 -0.42948
H: -3.30789 -5.99588 0.95752
H: -3.85989 -3.09788 0.02952
H: -4.42589 -4.09988 2.68652
H: -5.56189 -3.80188 1.60652
H: -4.49989 -2.61288 2.30152
H: -1.95089 -3.17088 0.36752
C: -4.66989 0.84912 5.03152
C: -3.24989 0.37912 5.20852
C: -2.71689 -0.60288 4.14352
O: -2.32789 1.42512 5.25352
H: -5.49189 0.34612 5.37652
H: -4.88989 1.50312 4.21752
H: -4.99689 1.46212 5.92252
H: -3.11589 -0.14088 6.29552
H: -2.45989 -0.35688 3.11352
H: -3.34889 -1.45588 3.66552
H: -1.78089 -0.91488 4.59552
H: -1.38689 1.18912 5.87852
C: -4.20189 -1.92288 -3.39048
C: -2.72589 -1.60288 -3.15648
C: -2.33389 -0.45888 -4.19248
O: -2.65689 -1.08188 -1.81348
H: -4.52589 -2.18588 -4.43648
H: -4.70889 -1.04388 -3.08048
H: -4.50789 -2.82388 -2.83248
H: -2.25189 -2.40388 -3.38348
H: -2.38589 -0.78988 -5.21648
H: -1.35989 -0.02888 -4.00948
H: -2.77989 0.42812 -4.07148
H: -2.01689 -1.56688 -1.35548
C: 5.16411 -6.12888 -0.05148
C: 4.73011 -4.93688 -0.91148
C: 3.90711 -3.85888 -0.20848
O: 5.65211 -4.11488 -1.45148
H: 5.95611 -6.68588 -0.51248
H: 4.15711 -6.67588 0.31552
H: 5.61911 -5.91388 0.77452
H: 4.09511 -5.33188 -1.68448
H: 3.47011 -3.04088 -0.79748
H: 4.43911 -3.15188 0.45552
H: 3.11311 -4.31788 0.36952
H: 6.49411 -4.56088 -1.45948
C: -3.25089 4.97312 -3.30548
C: -3.20989 4.69912 -1.85148
C: -3.07789 3.26412 -1.24648
O: -2.25789 5.53912 -1.14248
H: -3.35689 5.90812 -3.75448
H: -3.91689 4.24612 -3.82348
H: -2.17989 4.84312 -3.53448
H: -4.18889 4.86612 -1.33048
H: -2.22889 2.96012 -1.54148
H: -3.92989 2.67412 -1.57648
H: -3.14089 3.30012 -0.16448
H: -2.29989 6.35112 -1.50148
C: -1.79789 4.88512 0.76552
C: -1.35589 6.41212 0.80152
C: -0.87689 6.96612 2.09752
O: -0.47689 8.12512 2.15152
C: -0.87089 6.12912 3.31952
C: -1.37089 4.74312 3.17452
C: -1.63889 4.14612 2.07952
O: -1.86789 2.92612 2.02052
H: -2.05389 4.59012 -0.40548
H: -1.30589 6.92812 -0.19648
H: -0.48389 6.35812 4.11752
H: -1.39389 4.06212 4.09052

Cartesian forces (eV/Å) of the 3 atoms listed first:
-4.352 -0.840 2.735
5.319 -2.548 -3.081
-2.739 2.643 2.136

energy: -2799.552418 a.u.
LUMO energy: -1.7 eV
molar mass: 801.0 g mol⁻¹
Kohn-Sham gap: 7.13 eV
net charge: 0